Record 1
A molecular structure, CH2Br3Ca2F4O5P2Rb, computed with ωB97M-V with the def2-TZVPD basis set.

The geometry in XYZ format:
```
20
Properties=species:S:1:pos:R:3:forces:R:3
Rb -0.52897 -0.55308 -2.97918 -0.29 -0.53 -0.25
Ca 2.20148 -0.15922 1.06270 0.38 -0.66 -0.32
Ca 0.63558 2.28804 -0.83591 -0.24 -0.31 -0.10
O 0.47207 0.05246 -0.36632 1.11 0.16 -0.16
H 0.14876 -0.68149 0.18216 -1.08 0.70 -0.48
O 2.20997 1.38452 -2.28535 0.40 -0.16 -0.08
P 3.12720 0.17365 -2.36621 -0.76 -0.30 0.87
O 3.42310 -0.48423 -1.04861 -0.31 0.54 -0.07
F 4.45442 0.46491 -3.12769 -1.71 -0.43 0.31
F 2.27961 -0.87320 -3.26153 1.51 1.07 0.52
O -0.34071 2.66296 1.14139 0.59 -1.35 1.07
P -0.37349 1.70939 2.34245 -1.07 1.29 1.23
O 0.36306 0.42337 2.32669 0.98 -0.95 -1.02
F -1.86592 1.48578 2.75918 1.42 0.34 -0.40
F 0.22593 2.35512 3.63383 -0.75 0.62 -0.95
C -3.20269 -2.05798 0.73664 -1.16 -0.46 -1.15
Br -2.67124 -0.22421 0.24420 -0.64 -0.58 0.35
Br -2.54312 -3.24578 -0.70532 0.46 0.33 0.86
Br -5.10769 -2.44751 0.79053 0.33 0.73 0.09
H -2.90735 -2.27349 1.75633 0.80 -0.07 -0.32
```
Positions in Å, forces in eV/Å.

The calculation puts the highest occupied orbital energy at -0.561 Ha. The calculation puts the total energy at -288414.533 eV. Its HOMO-LUMO gap is 0.2717 hartree. The total charge is +2. The molar mass comes out at 637.30 g mol⁻¹.

Record 2
C8H11BrO2 in the gas phase, computed with ωB97M-V with the def2-TZVPD basis set.

The geometry in XYZ format:
```
22
Properties=species:S:1:pos:R:3:forces:R:3
C -0.16562 2.07983 -1.27600 0.44 2.77 -0.90
C 0.84521 1.37489 -1.91553 -4.56 0.00 1.75
C 0.43417 0.80070 1.13076 1.20 -0.98 1.39
C -0.79559 -0.88686 -0.41824 -4.30 0.98 3.25
C 0.71789 0.05481 -2.17786 0.08 -2.97 2.40
C 0.06959 -0.63365 0.84549 0.40 -0.84 -0.26
C 1.43773 -0.06294 0.55675 0.04 -1.14 0.13
C -0.24288 -1.61361 2.00110 -1.90 3.89 0.85
O -0.19304 -0.85610 -1.61630 1.91 0.26 -4.12
O 1.61382 -0.55339 -2.96635 -0.85 -1.79 0.02
Br 3.17752 -0.59510 1.26527 -1.26 0.37 -0.35
H -0.13716 3.22841 -1.17762 0.26 -2.10 -0.06
H -1.12301 1.66806 -1.08040 -0.63 -0.36 -0.15
H 1.71209 1.81492 -2.11501 3.46 1.74 -1.24
H -0.00269 1.46078 0.40851 -0.30 1.28 0.10
H 0.59096 1.02618 2.18705 -0.40 0.60 -0.29
H -1.38896 -1.84649 -0.25946 1.50 0.49 -0.71
H -1.78270 -0.20412 -0.40118 2.19 -0.63 0.03
H -0.00108 -2.53532 1.73634 1.07 -4.29 -1.45
H -1.34490 -1.65780 2.29931 1.28 0.44 -0.53
H 0.32856 -1.43621 2.90646 0.10 0.52 0.06
H 1.45908 -1.54782 -2.92247 0.26 1.77 0.05
```
Positions in Å, forces in eV/Å.

The calculation puts the highest occupied orbital energy (spin up / spin down) at -0.255 / -0.291 Ha. The calculation puts the total energy at -82605.417 eV. Its HOMO-LUMO gap (spin up / spin down) is 0.2449 / 0.2961 hartree. The molar mass comes out at 219.08 g mol⁻¹.

Record 3
2 unconnected molecules or ions with the total composition C5H9IN2O, computed with ωB97M-V with the def2-TZVPD basis set.

The geometry in XYZ format:
```
18
Properties=species:S:1:pos:R:3:forces:R:3
C 0.89264 0.23235 -1.89765 -1.40 0.79 1.16
C -0.11152 0.29633 1.06045 1.93 0.01 -3.03
C -0.51768 0.42080 -2.51695 0.03 -0.11 0.62
C 0.51529 -1.52208 2.37037 -1.26 1.33 1.95
C 1.11001 1.35688 -0.97839 -1.89 0.27 1.13
N 1.56129 -0.80478 -2.13052 0.31 -1.21 -1.17
N -1.24342 0.67701 1.29160 -0.39 0.33 0.80
O 0.73853 -0.70450 1.19777 -0.70 0.53 1.34
I 2.87824 1.77746 -0.05283 0.43 0.06 -0.05
H -0.34590 1.31782 -3.16127 -0.89 -0.82 0.13
H -0.86963 -0.49566 -3.01795 0.53 0.58 -0.30
H -1.31670 0.60962 -1.73191 1.17 0.22 -0.78
H 0.67193 -0.97241 3.38379 0.50 -0.66 -1.92
H 1.13836 -2.36092 2.22196 0.63 -0.84 0.22
H -0.54341 -1.81278 2.48592 0.32 -0.18 -0.66
H 0.27251 2.12474 -0.86983 1.61 -1.02 -0.32
H 2.51984 -1.00712 -1.84386 -0.37 0.97 0.59
H -1.74191 0.18466 2.02251 -0.52 -0.24 0.29
```
Positions in Å, forces in eV/Å.

The calculation puts the highest occupied orbital energy (spin up / spin down) at -0.294 / -0.297 Ha. The calculation puts the total energy at -18454.219 eV. Its HOMO-LUMO gap (spin up / spin down) is 0.2939 / 0.2755 hartree. The molar mass comes out at 240.04 g mol⁻¹.

Record 4
3 unconnected molecules or ions with the total composition C6H9NO, computed with ωB97M-V with the def2-TZVPD basis set.

The geometry in XYZ format:
```
17
Properties=species:S:1:pos:R:3:forces:R:3
C -0.88551 -0.13806 -1.03423 2.50 0.97 -1.20
C 0.15404 0.27640 0.00830 -2.28 -2.66 2.43
C -0.35385 0.14048 1.34803 -5.93 -0.12 -3.50
C -1.95045 -0.09853 1.55157 6.82 0.35 -1.20
C 1.99760 0.78272 -1.18002 3.64 0.55 -8.85
C 2.22328 -0.67675 -0.82177 -5.15 2.15 -3.09
H -0.09829 -1.83129 -1.51350 -1.37 3.11 0.51
H -0.55175 1.46239 -2.26233 -0.31 -2.46 1.57
H -2.46309 -0.22097 -0.23538 1.88 -0.39 -1.95
H 0.20395 0.31126 2.19671 1.08 0.56 1.69
H -2.28811 0.07962 2.54689 -0.69 -0.43 0.65
H 2.89021 1.45092 -1.19485 -0.92 -0.32 -0.51
H 1.23980 0.70222 -2.07053 1.55 1.26 1.48
H 1.60074 -1.43167 -1.40828 0.80 1.35 1.31
H 3.01924 -0.93508 -0.35977 5.35 -1.91 2.77
N 1.57336 0.45047 -0.02173 -4.52 -2.53 5.49
O -2.70960 -0.55727 0.65274 -2.44 0.52 2.39
```
Positions in Å, forces in eV/Å.

The calculation puts the highest occupied orbital energy at -0.299 Ha. The calculation puts the total energy at -9891.421 eV. Its HOMO-LUMO gap is 0.2419 hartree. The molar mass comes out at 111.14 g mol⁻¹.

Record 5
A molecular structure, C36H66As3MnN7O4PS, computed with ωB97M-V with the def2-TZVPD basis set.

The geometry in XYZ format:
```
119
Properties=species:S:1:pos:R:3:forces:R:3
Mn -0.69789 0.42788 -0.10550 0.32 -0.08 0.56
O -2.89475 3.27139 6.10122 -0.32 -0.09 -0.04
C -2.39025 3.94704 5.19040 0.62 -0.09 0.27
O -2.08729 5.15362 5.14695 -0.13 0.20 -0.11
C -1.95309 3.13866 3.94849 -0.14 0.00 -0.16
C -0.91554 3.59512 3.14042 -0.06 0.02 0.02
C -0.53571 2.85249 2.04058 0.04 -0.02 0.06
N -1.14583 1.71969 1.69144 -0.04 0.14 -0.09
C -2.15933 1.28047 2.44598 0.02 -0.03 0.02
C -2.57249 1.94711 3.58891 0.05 -0.09 0.01
C -2.84602 0.01295 1.94855 0.00 0.03 0.00
O -3.66868 -0.54802 2.65644 -0.05 0.01 0.05
O -2.48365 -0.36281 0.76963 0.04 -0.01 -0.09
H -0.44046 4.53534 3.38523 0.00 0.01 0.01
H 0.27718 3.16551 1.39400 0.00 0.00 -0.01
H -3.36793 1.54066 4.19649 -0.02 0.01 0.01
C -1.90179 3.58472 -2.75401 -0.01 0.09 0.06
As -2.23214 2.34794 -1.27480 -0.28 -0.03 -0.11
C -3.17669 3.60028 -0.11515 -0.01 -0.01 -0.01
C -3.85828 1.42960 -1.91574 -0.04 0.06 -0.03
C -3.76609 0.32291 -2.98729 0.00 0.01 0.00
C -5.17880 0.18259 -3.57644 0.00 -0.01 -0.02
C -3.41455 -1.04864 -2.39349 0.00 -0.12 -0.01
As -1.61984 -1.49887 -1.70891 -0.07 0.00 -0.32
C -2.17178 -3.26875 -1.10527 -0.01 -0.01 -0.02
C -0.67843 -2.03499 -3.33773 -0.04 -0.10 -0.01
C -2.78798 0.73338 -4.09091 0.07 0.03 0.02
As -2.74644 -0.38674 -5.71854 0.00 -0.03 0.02
C -3.97173 0.67985 -6.82585 0.01 -0.01 -0.03
C -1.10025 0.41972 -6.41925 -0.01 -0.01 -0.03
H -2.84058 3.82487 -3.25613 0.02 0.02 -0.02
H -1.18765 3.15747 -3.45444 -0.02 -0.02 0.00
H -1.47975 4.49464 -2.32647 0.03 -0.03 -0.02
H -3.96381 4.10322 -0.67995 0.00 0.01 0.04
H -2.47257 4.33645 0.27146 -0.01 -0.01 -0.01
H -3.61048 3.06914 0.73100 0.00 -0.02 0.00
H -4.50350 2.23176 -2.29356 0.01 -0.05 0.00
H -4.33274 1.02532 -1.01653 0.02 0.02 0.00
H -5.90090 -0.02111 -2.78424 -0.02 -0.01 0.02
H -5.23083 -0.63932 -4.29572 0.01 -0.01 -0.01
H -5.47943 1.10272 -4.08269 -0.01 0.02 0.00
H -3.61566 -1.82447 -3.14251 -0.03 0.06 0.05
H -4.06629 -1.23979 -1.53598 0.01 -0.01 -0.01
H -2.83976 -3.70406 -1.85177 0.03 -0.02 0.05
H -2.69621 -3.16083 -0.15800 -0.02 0.01 0.04
H -1.30656 -3.91715 -0.97640 0.03 0.01 0.02
H -1.34736 -2.51774 -4.05188 0.04 0.00 0.01
H 0.10973 -2.73332 -3.04967 0.00 0.02 0.00
H -0.20356 -1.16828 -3.79499 -0.01 0.03 -0.01
H -1.76362 0.75069 -3.69732 -0.02 0.01 -0.02
H -3.01247 1.74975 -4.42669 0.00 0.00 0.01
H -5.00715 0.45020 -6.58034 0.00 0.00 0.00
H -3.80053 0.42943 -7.87354 -0.02 0.00 0.01
H -3.79499 1.74618 -6.68106 0.00 0.02 0.00
H -0.24854 0.09475 -5.82373 0.01 0.00 0.01
H -1.16187 1.50793 -6.37982 0.00 0.01 0.00
H -0.94847 0.10329 -7.45138 0.00 0.01 0.01
N 0.96846 -0.24449 1.12421 0.32 0.05 -0.38
P 1.97284 -1.33574 1.65525 -0.18 0.03 0.33
N 1.16303 -2.60772 2.37369 -0.15 0.22 -0.18
C 0.03373 -2.25103 3.27543 0.07 -0.01 0.05
C -1.26853 -2.88039 2.81926 -0.10 0.03 0.06
C -1.16650 -4.40409 2.81187 -0.01 0.00 0.03
C 0.20170 -4.85570 2.27265 0.05 -0.03 -0.02
C 0.88128 -3.74588 1.48658 0.04 -0.07 0.02
N 2.97576 -1.97985 0.52011 0.01 0.03 0.03
C 4.14226 -2.77213 0.92278 0.03 0.01 -0.01
C 4.53022 -3.73051 -0.19432 0.03 -0.01 0.02
C 4.90444 -2.96996 -1.47167 0.01 -0.01 -0.01
C 4.00265 -1.73787 -1.66648 -0.02 0.03 -0.01
C 2.69493 -1.89502 -0.90966 -0.10 0.00 -0.08
N 3.04647 -0.80102 2.81251 0.04 -0.06 -0.09
C 2.67670 -0.82618 4.23284 -0.03 -0.07 0.03
C 3.78482 -0.18811 5.05415 -0.01 -0.03 0.04
C 3.89858 1.30662 4.72883 0.01 0.03 0.01
C 3.54467 1.57042 3.25769 0.03 0.05 -0.04
C 3.86763 0.35292 2.40434 0.02 0.02 -0.01
H -0.07830 -1.16637 3.29254 0.00 0.01 0.01
H 0.27319 -2.58045 4.29284 -0.01 0.00 0.00
H -1.51720 -2.49425 1.82947 -0.01 0.01 -0.05
H -2.07615 -2.54350 3.46984 0.00 0.01 -0.02
H -1.97603 -4.82537 2.21287 -0.01 0.01 -0.03
H -1.30194 -4.78461 3.82777 -0.01 -0.01 -0.02
H 0.10583 -5.73881 1.63638 0.00 0.01 0.01
H 0.86405 -5.13041 3.09815 0.01 0.00 -0.01
H 0.24858 -3.44146 0.64164 -0.01 -0.06 -0.02
H 1.82322 -4.10138 1.07105 -0.02 -0.04 0.00
H 3.91458 -3.31677 1.84193 0.00 -0.01 -0.02
H 4.98775 -2.11022 1.14842 0.02 -0.01 0.02
H 3.68892 -4.39965 -0.39210 -0.01 -0.02 0.00
H 5.35771 -4.35995 0.13947 0.00 0.01 0.00
H 4.82056 -3.64239 -2.32858 0.00 0.00 0.00
H 5.95147 -2.66090 -1.42078 0.00 0.00 0.00
H 3.79359 -1.56142 -2.72225 0.00 0.00 -0.01
H 4.49394 -0.83775 -1.28959 0.00 0.02 0.00
H 2.16380 -2.79446 -1.25874 0.01 -0.01 -0.01
H 2.04320 -1.04154 -1.09114 0.03 0.00 0.02
H 2.51827 -1.86421 4.52650 0.00 0.00 0.01
H 1.74188 -0.28304 4.42220 -0.02 0.01 0.00
H 4.72330 -0.70378 4.83333 0.01 0.00 0.00
H 3.58173 -0.33649 6.11620 0.00 -0.01 -0.01
H 4.91305 1.65225 4.94174 0.00 0.00 0.00
H 3.22961 1.87797 5.37529 0.00 0.00 -0.01
H 4.08403 2.44067 2.87957 -0.01 0.01 -0.01
H 2.47915 1.78912 3.15208 -0.02 0.00 -0.01
H 4.93017 0.09578 2.50256 0.00 0.02 0.00
H 3.68589 0.57352 1.35043 0.01 0.02 0.00
S 0.95985 1.11396 -2.20487 -0.07 -0.10 0.18
C 1.60831 2.41170 -1.24345 -0.08 -0.08 -0.22
N 1.35973 3.72111 -1.66035 0.05 -0.01 0.01
C 2.27268 4.59132 -0.92784 0.03 0.09 0.01
C 2.70214 3.66479 0.23127 0.04 0.01 0.05
N 2.30207 2.30986 -0.16161 0.01 -0.05 0.04
H 1.26881 3.83586 -2.65826 -0.03 0.01 0.05
H 1.76679 5.49133 -0.57478 0.03 0.00 -0.01
H 3.12524 4.89521 -1.54653 -0.01 -0.04 0.03
H 2.21927 3.95017 1.17057 -0.01 0.01 0.01
H 3.78013 3.69773 0.40695 -0.02 0.02 0.02
H 1.50403 0.61072 0.90623 0.01 -0.01 0.04
```
Positions in Å, forces in eV/Å.

The calculation puts the highest occupied orbital energy (spin up / spin down) at -0.186 / -0.186 Ha. The calculation puts the total energy at -290990.977 eV. Its HOMO-LUMO gap (spin up / spin down) is 0.2656 / 0.2652 hartree. The total charge is -1. The molar mass comes out at 1003.71 g mol⁻¹. As for the spin multiplicity: 6.

Record 6
A molecular structure, C10H16Cl2CoN2, computed with ωB97M-V with the def2-TZVPD basis set.

The geometry in XYZ format:
```
31
Properties=species:S:1:pos:R:3:forces:R:3
Co 0.80759 -0.20585 0.68587 -1.12 -1.30 2.89
Cl 0.18809 -2.24300 0.22697 -0.96 -2.53 -0.54
Cl 1.30869 1.87337 1.24260 1.81 3.93 1.95
C 2.32435 -0.22235 -0.26868 1.28 0.80 -1.49
H 3.11798 0.52089 -0.13119 -0.31 -0.13 -0.34
H 2.65862 -1.17377 -0.68491 -0.12 0.21 -0.32
C -0.35469 0.87957 -0.62581 -2.78 -0.23 0.53
C 0.96380 0.44848 -1.13406 3.41 0.26 -2.76
H -0.61325 1.34039 0.34261 0.67 -0.51 -0.66
C 1.00665 -0.39388 -2.41251 -1.58 0.05 0.11
H 1.23599 1.47183 -1.34433 1.52 0.53 -0.54
C -0.16894 -0.05434 -3.31328 -0.35 -0.42 -0.38
H 1.95033 -0.35121 -2.94945 0.17 0.51 0.12
H 0.89231 -1.43382 -2.14267 -0.01 -0.34 0.31
C -1.50779 -0.02461 -2.53623 0.17 0.72 -0.41
H 0.03694 0.92195 -3.78347 -0.41 -0.19 -0.04
H -0.22979 -0.81365 -4.08718 0.02 -0.05 -0.46
C -1.38313 1.19952 -1.61120 -0.72 -0.45 -0.72
H -2.37933 0.08794 -3.20475 0.34 -0.13 0.01
H -1.64522 -0.93146 -1.91622 0.16 0.34 -0.36
H -1.02510 2.06314 -2.21751 -0.37 -0.13 0.01
H -2.34739 1.48215 -1.14812 0.45 -0.11 -0.08
N -1.04759 0.10755 4.27109 -0.04 -0.74 -0.18
C -0.67947 -1.24899 4.35425 0.86 0.17 -1.46
C 0.06008 -1.52051 3.20095 -1.42 2.26 1.14
N 0.12720 -0.34557 2.44075 -1.96 -0.45 3.63
C -0.57103 0.58977 3.09781 0.93 -0.63 -0.14
H -1.60113 0.66661 4.91818 0.35 -0.60 -0.31
H -0.97100 -1.92354 5.13558 -0.10 0.20 0.27
H 0.50267 -2.40683 2.80064 0.03 -0.31 0.14
H -0.65646 1.64023 2.79430 0.09 -0.73 0.10
```
Positions in Å, forces in eV/Å.

The calculation puts the highest occupied orbital energy (spin up / spin down) at -0.074 / -0.138 Ha. The calculation puts the total energy at -76279.088 eV. Its HOMO-LUMO gap (spin up / spin down) is 0.1830 / 0.2464 hartree. The total charge is -1. The molar mass comes out at 294.09 g mol⁻¹. As for the spin multiplicity: 5.